Entry from the OMol25 dataset: a cluster of 3 separate species, C13H29BrClNO9P2 in total in a non-equilibrium geometry (ωB97M-V with the def2-TZVPD basis set).

Cartesian coordinates (Å):
C (2.606, 2.300, -0.123)
C (1.442, 2.328, -1.115)
Br (2.185, 2.361, -2.940)
C (0.536, 1.097, -0.991)
C (-0.916, 1.264, -1.425)
C (-1.276, 2.131, -2.643)
N (-1.415, 3.519, -2.181)
C (-1.772, 3.442, -0.825)
O (-1.953, 4.366, -0.077)
C (-1.882, 1.950, -0.430)
Cl (-1.657, 1.610, 1.267)
H (2.839, 1.295, 0.222)
H (2.405, 2.968, 0.713)
H (3.499, 2.693, -0.602)
H (0.887, 3.246, -0.967)
H (0.592, 0.757, 0.043)
H (0.954, 0.297, -1.601)
H (-1.312, 0.280, -1.681)
H (-2.309, 1.829, -2.852)
H (-0.764, 1.991, -3.587)
H (-0.569, 4.071, -2.259)
H (-2.868, 1.633, -0.774)
C (-2.493, 1.846, 4.467)
O (-2.083, 0.845, 5.415)
P (-3.262, 0.161, 6.232)
O (-4.430, -0.108, 5.390)
O (-3.556, 1.340, 7.296)
C (-2.509, 2.152, 7.827)
O (-3.045, -0.976, 7.311)
C (-3.407, -2.328, 6.969)
H (-1.620, 2.461, 4.260)
H (-2.829, 1.378, 3.548)
H (-3.282, 2.477, 4.875)
H (-2.536, 3.134, 7.351)
H (-1.525, 1.713, 7.674)
H (-2.685, 2.270, 8.894)
H (-3.130, -2.579, 5.948)
H (-4.480, -2.445, 7.098)
H (-2.880, -2.983, 7.658)
C (4.518, -4.729, -5.975)
O (3.219, -4.118, -5.898)
P (3.133, -2.827, -4.973)
O (4.311, -1.969, -5.120)
O (3.101, -3.549, -3.528)
C (2.428, -4.793, -3.325)
O (1.816, -1.980, -4.755)
C (1.708, -0.692, -5.396)
H (4.355, -5.748, -6.317)
H (5.140, -4.197, -6.690)
H (5.002, -4.742, -5.000)
H (3.163, -5.595, -3.253)
H (1.731, -5.024, -4.129)
H (1.881, -4.728, -2.387)
H (2.100, -0.707, -6.411)
H (2.243, 0.044, -4.803)
H (0.653, -0.432, -5.426)

Values from the calculation:
- Structure (SMILES): C[C@@H](Br)C[C@@H]1CNC(=O)[C@@H]1Cl.COP(=O)(OC)OC.COP(=O)(OC)OC
- Highest occupied orbital energy: -10.12 eV
- Total charge: 0
- Frontier orbital gap: 0.38789 Eh
- Electronic energy: -4961.71055 Eh

***

Entry from the OMol25 dataset: a structure of composition C11H27F4NO4P2STa in a non-equilibrium geometry (ωB97M-V with the def2-TZVPD basis set).

Cartesian coordinates (Å):
C (-4.847, -0.528, -2.743)
C (-4.622, -0.506, -1.226)
C (-3.709, 0.627, -0.747)
C (-2.452, 0.137, -0.025)
N (-1.480, 1.208, 0.129)
Ta (0.485, 0.872, 0.752)
F (0.687, 2.828, 1.029)
C (2.563, 0.710, 1.737)
C (3.758, -0.089, 1.233)
O (4.084, 0.056, -0.132)
C (3.780, -1.573, 1.560)
F (5.081, -2.015, 1.579)
F (3.131, -2.344, 0.670)
F (3.281, -1.827, 2.794)
P (0.071, -1.694, 0.985)
O (0.191, -2.590, -0.217)
C (1.249, 0.811, -1.402)
C (0.498, 2.032, -2.031)
C (0.933, -0.404, -2.272)
C (2.016, -1.474, -2.332)
P (-0.456, 0.858, 3.256)
O (-0.707, -0.622, 3.882)
O (0.715, 1.352, 4.296)
S (-2.026, 1.987, 3.487)
H (-4.575, 0.417, -3.192)
H (-5.887, -0.702, -2.986)
H (-4.258, -1.303, -3.218)
H (-4.241, -1.462, -0.895)
H (-5.596, -0.358, -0.774)
H (-4.228, 1.351, -0.132)
H (-3.343, 1.175, -1.611)
H (-2.048, -0.669, -0.627)
H (-2.763, -0.249, 0.944)
H (-1.886, 1.984, 0.643)
H (2.921, 1.726, 1.879)
H (2.386, 0.350, 2.748)
H (4.621, 0.258, 1.803)
H (4.831, 0.634, -0.202)
H (0.888, -2.156, 2.049)
H (-1.203, -1.841, 1.580)
H (2.291, 1.096, -1.479)
H (1.118, 2.431, -2.830)
H (0.257, 2.827, -1.339)
H (-0.432, 1.698, -2.470)
H (0.817, -0.047, -3.299)
H (-0.031, -0.835, -2.036)
H (1.574, -2.461, -2.380)
H (2.658, -1.465, -1.465)
H (2.639, -1.343, -3.210)
H (0.067, -0.929, 4.355)
H (1.201, 2.063, 3.880)

Values from the calculation:
- Highest occupied orbital energy: -4.91 eV
- Total charge: -1
- Frontier orbital gap: 0.26825 Eh
- Electronic energy: -2328.56757 Eh

***

Entry from the OMol25 dataset: a structure of composition C13H17NO5Tc in a non-equilibrium geometry (ωB97M-V with the def2-TZVPD basis set).

Cartesian coordinates (Å):
Tc (0.576, 0.125, -0.171)
O (0.465, -0.228, -2.342)
C (0.040, 0.961, -3.023)
C (-1.120, 1.521, -2.207)
N (-0.733, 1.725, -0.790)
C (-1.910, 1.560, 0.073)
C (-2.222, 0.023, 0.228)
O (-3.338, -0.384, 0.304)
O (-1.126, -0.674, 0.282)
C (-0.034, 2.982, -0.590)
C (1.534, 2.758, -0.755)
O (2.230, 3.680, -1.034)
O (1.854, 1.531, -0.532)
H (1.144, -0.689, -2.862)
H (-0.309, 0.705, -4.030)
H (0.872, 1.671, -3.109)
H (-1.937, 0.794, -2.228)
H (-1.478, 2.462, -2.639)
H (-2.796, 2.075, -0.311)
H (-1.704, 1.925, 1.085)
H (-0.162, 3.367, 0.426)
H (-0.325, 3.766, -1.294)
C (-0.449, -3.930, 1.263)
C (0.302, -2.705, 1.547)
C (1.405, -2.325, 0.726)
C (2.166, -1.194, 1.032)
C (1.731, -0.335, 2.073)
C (0.631, -0.702, 2.875)
C (-0.048, -1.883, 2.637)
H (0.204, -4.749, 0.956)
H (-1.111, -3.775, 0.401)
H (-1.085, -4.227, 2.092)
H (1.748, -3.025, -0.027)
H (3.136, -1.036, 0.575)
H (2.356, 0.501, 2.368)
H (0.351, -0.079, 3.713)
H (-0.858, -2.191, 3.286)

Values from the calculation:
- Multiplicity: 2
- Highest occupied orbital energy (spin up / spin down): -17.07 / -16.96 eV
- Total charge: +2
- Frontier orbital gap (spin up / spin down): 0.23664 / 0.24630 Eh
- Electronic energy: -1016.65972 Eh

***

Entry from the OMol25 dataset: a cluster of 2 separate species, C7H16BF3O4PS in total in a non-equilibrium geometry (ωB97M-V with the def2-TZVPD basis set).

Cartesian coordinates (Å):
C (1.589, -0.419, 1.313)
C (0.332, 0.623, 1.453)
B (-0.719, 0.627, 0.188)
O (-1.955, 1.465, 0.352)
P (-0.536, -0.325, -1.462)
C (-1.796, -1.678, -0.986)
C (-1.298, -2.722, 0.174)
C (-2.676, -3.154, 1.018)
S (-3.133, -1.882, 2.351)
C (0.700, 1.068, -2.019)
F (0.387, 1.443, -3.420)
F (0.525, 2.331, -1.210)
F (2.068, 0.506, -1.936)
H (1.512, -1.269, 2.130)
H (2.579, 0.236, 1.447)
H (1.693, -0.940, 0.270)
H (-0.290, 0.304, 2.416)
H (0.697, 1.735, 1.618)
H (-2.540, 1.337, -0.469)
H (-1.351, 0.067, -2.599)
H (0.559, -1.252, -1.591)
H (-2.873, -1.250, -0.696)
H (-1.993, -2.333, -1.964)
H (-0.574, -2.273, 0.976)
H (-0.801, -3.709, -0.224)
H (-3.575, -3.152, 0.254)
H (-2.591, -4.208, 1.522)
H (-1.912, -1.694, 3.068)
C (3.878, 4.368, -0.351)
O (3.433, 4.277, 0.819)
O (3.215, 3.563, -1.170)
O (4.800, 5.062, -0.836)
H (2.647, 3.249, -0.437)

Values from the calculation:
- Highest occupied orbital energy: -3.82 eV
- Total charge: -1
- Frontier orbital gap: 0.21619 Eh
- Electronic energy: -1641.18756 Eh